Density functional theory data (ωB97M-V with the def2-TZVPD basis set) for a molecular structure, C20H28CaF3O2 in a non-equilibrium geometry.

Geometry as XYZ:
```
54
Properties=species:S:1:pos:R:3:lowdin_charge:R:1
O 0.73744 -0.92334 -0.81100 -0.16
C 0.46846 -1.79734 -1.96088 -0.14
C 1.93417 -1.79258 -2.39716 -0.07
H -0.23797 -1.29013 -2.64567 0.10
H 0.06232 -2.75717 -1.61030 0.10
C 2.14448 -0.85288 -1.18585 -0.57
H 2.12911 -1.34226 -3.38459 0.11
H 2.42084 -2.76843 -2.28385 0.12
C 2.60689 0.52768 -1.59393 -0.02
H 1.98023 0.95103 -2.38750 0.05
H 3.63999 0.42599 -1.96456 0.10
H 2.60375 1.20980 -0.73557 0.09
C 2.98581 -1.38985 -0.06166 -0.01
H 2.55941 -2.30332 0.37326 0.08
H 3.06458 -0.62278 0.72114 0.07
H 3.99498 -1.59298 -0.45462 0.09
Ca -0.84044 1.02881 0.33635 1.43
C 0.05138 -2.53452 3.08864 -0.20
C -1.26720 -2.01713 3.15743 -0.21
C -1.87207 -2.15690 1.88089 -0.21
H -1.75516 -1.60156 4.02952 0.06
C -0.92940 -2.79658 1.02419 -0.23
C 0.26640 -3.01962 1.76742 -0.21
H 1.16760 -3.51530 1.40301 0.05
H 0.76662 -2.55648 3.90429 0.06
H -2.90089 -1.89511 1.62821 0.06
H -1.13024 -3.11447 0.00238 0.04
C 0.42318 0.51641 3.97108 -0.17
C 1.70266 0.21145 3.44159 -0.18
C 2.01944 1.18576 2.46175 -0.23
H 2.32747 -0.63323 3.73694 0.07
C 0.91001 2.08265 2.36204 -0.31
C -0.08042 1.65335 3.29980 -0.23
H -1.01927 2.15565 3.52259 0.07
H -0.07986 -0.01791 4.77766 0.08
H 2.96549 1.26798 1.92361 0.06
H 0.86737 2.99623 1.75814 0.05
O -0.98775 1.46787 -1.71697 -0.40
C -0.29744 1.56932 -3.03636 -0.14
C -1.34201 2.03457 -4.03896 -0.14
H 0.09565 0.57818 -3.30916 0.10
H 0.52909 2.27018 -2.87929 0.12
C -2.69310 2.14409 -3.29220 -0.14
H -1.41383 1.33797 -4.88349 0.11
H -1.04076 2.99717 -4.46310 0.11
C -2.45048 1.79866 -1.82305 -0.14
H -3.44396 1.47226 -3.71807 0.11
H -3.08616 3.15974 -3.37879 0.11
H -3.03140 0.91096 -1.49003 0.14
H -2.64551 2.65221 -1.13991 0.13
F -3.12920 2.41520 1.73459 -0.09
C -2.85037 1.04215 1.82676 -0.59
F -2.91021 0.78864 3.18765 -0.03
F -3.98974 0.43990 1.32556 -0.06
```

The calculation puts the frontier orbital gap at 3.8793 eV. The value obtained for the energy above the lowest of the compared OMol25 structures with the same formula, charge and spin is 19.9 kcal per mole. Its net charge is -1. The value obtained for the highest occupied orbital energy is -2.217 eV. As for the spin multiplicity: 1.

Density functional theory data (ωB97M-V with the def2-TZVPD basis set) for a molecular structure, C20H28ClIN5O4RbSSe2.

Geometry as XYZ:
```
63
Properties=species:S:1:pos:R:3:lowdin_charge:R:1
Rb -1.24263 -0.26099 0.25229 0.88
N 1.62779 -2.15090 0.74734 -0.02
C 0.89478 -3.27614 1.36800 -0.24
C 0.08234 -2.72665 2.53868 -0.65
O 0.73747 -2.48086 3.59556 -0.11
N -1.18584 -2.55270 2.24580 -0.01
C -2.00744 -1.89101 3.26954 -0.19
C -2.43779 -0.52855 2.70742 -0.84
O -3.41296 -0.50485 1.91258 -0.17
O -1.72491 0.47800 2.98814 -0.24
H 2.38017 -2.49117 0.15978 0.00
H 2.05259 -1.61065 1.49706 0.05
H 1.56730 -4.05138 1.75668 0.09
H 0.22409 -3.71230 0.62598 0.09
H -1.46453 -1.75841 4.20929 0.09
H -2.91858 -2.47512 3.43668 0.09
Cl -2.70765 -2.59670 -6.95248 0.59
C -2.35733 -1.54612 -5.58146 -0.63
C -3.01184 -0.35118 -5.46406 -0.22
C -2.76673 0.50577 -4.38920 -0.67
I -3.77827 2.32527 -4.28956 0.82
C -1.87193 0.20033 -3.32455 -0.51
O -1.67359 0.91481 -2.32632 -0.18
C -1.13696 -1.07630 -3.52398 -0.14
N -0.19211 -1.35988 -2.59568 0.11
C 0.49778 -2.46933 -2.69374 -0.15
C 0.30066 -3.39684 -3.73462 -0.07
C -0.63630 -3.12757 -4.69104 -0.06
C -1.39023 -1.93478 -4.62146 -0.19
H -3.73062 -0.06780 -6.22236 0.08
H 1.23239 -2.64362 -1.91288 0.08
H 0.88354 -4.30952 -3.76604 0.09
H -0.81534 -3.81771 -5.50491 0.07
C 0.81516 1.66515 4.25107 -0.37
Se 0.71752 1.43323 2.33519 0.92
C 2.53472 1.99682 1.91919 -0.59
C 2.76643 3.47947 1.66888 -0.59
Se 1.66535 4.28960 0.26548 0.86
C 1.64194 2.83670 -1.02952 -0.42
H 1.71572 1.18381 4.62962 0.02
H -0.06820 1.15012 4.62236 0.01
H 0.79004 2.71804 4.52822 0.01
H 2.82710 1.42244 1.04025 -0.01
H 3.18339 1.65727 2.73100 0.06
H 3.81534 3.65896 1.42171 0.04
H 2.52282 4.07408 2.55151 0.04
H 2.60360 2.71648 -1.52220 -0.01
H 0.87413 3.08821 -1.75940 0.02
H 1.35101 1.90413 -0.55477 0.00
C 4.02681 0.89352 -4.82207 -0.09
N 4.00459 0.09716 -3.61141 -0.04
C 4.31130 0.52157 -2.36880 -0.90
S 3.79480 -0.29583 -1.02167 0.69
N 5.00302 1.71536 -2.27692 -0.07
C 6.24253 1.92949 -3.01786 -0.10
H 3.30359 0.46573 -5.51288 0.09
H 5.00083 0.89784 -5.31252 0.07
H 3.72931 1.92176 -4.61087 0.09
H 3.42026 -0.72408 -3.60211 0.11
H 5.09848 1.93515 -1.29573 0.09
H 6.06661 2.16685 -4.06369 0.05
H 6.90910 1.06271 -2.96149 0.09
H 6.74835 2.78341 -2.57137 0.08
```

The calculation puts the frontier orbital gap at 4.8364 eV. The value obtained for the energy above the lowest of the compared OMol25 structures with the same formula, charge and spin is 48.7 kcal per mole. Its net charge is -2. The value obtained for the highest occupied orbital energy is -1.363 eV. As for the spin multiplicity: 1.

Density functional theory data (ωB97M-V with the def2-TZVPD basis set) for a molecular structure, C20H28F12K3O12Pb2 in a non-equilibrium geometry.

Geometry as XYZ:
```
77
Properties=species:S:1:pos:R:3:lowdin_charge:R:1
Pb -20.50137 3.33466 -21.84763 1.46
Pb -17.55456 5.25357 -22.68997 1.55
K -15.46770 4.22403 -19.77528 0.80
K -20.04453 -0.95670 -21.35694 0.88
K -23.37193 1.68570 -20.36659 0.85
O -20.46196 1.60606 -19.98185 -0.57
C -19.27916 1.78673 -19.22388 -0.34
C -18.65719 3.26040 -19.08606 -0.33
O -18.37690 3.97239 -20.27917 -0.54
H -18.46634 1.11370 -19.49677 0.08
H -19.36249 1.48002 -18.18125 0.09
H -17.78770 3.25845 -18.42872 0.08
H -19.33264 3.83930 -18.45618 0.09
O -18.48295 2.87872 -23.36696 -0.57
C -17.43832 1.94496 -23.26379 -0.32
C -15.86374 2.40639 -23.34586 -0.35
O -15.45496 3.56494 -22.72942 -0.41
H -17.50172 1.09377 -23.94168 0.11
H -17.51970 1.43869 -22.30193 0.07
H -15.51669 2.44937 -24.37824 0.11
H -15.29675 1.56782 -22.94163 0.11
C -21.43976 3.61504 -16.32381 -0.02
C -22.19502 4.52151 -17.30134 -0.21
O -22.80588 5.70657 -16.80025 0.04
C -22.17258 6.89248 -16.79461 -0.30
O -21.07224 7.12798 -17.32801 0.12
C -22.71707 8.03518 -15.93825 -0.52
F -21.89342 9.08113 -15.90408 0.19
F -23.93644 8.47577 -16.35938 0.14
F -23.02218 7.64280 -14.68618 0.16
H -20.37174 3.81867 -16.24645 0.06
H -21.59371 2.58549 -16.64696 0.06
H -21.90283 3.71572 -15.34221 0.10
H -22.97879 3.99149 -17.84252 0.11
H -21.54504 4.91718 -18.08177 0.10
C -18.18144 0.61884 -15.53431 -0.03
C -19.67535 0.17500 -15.50090 -0.22
O -19.68275 -1.22523 -15.46598 -0.05
C -19.81245 -1.95038 -14.23904 -0.22
O -19.79705 -1.38858 -13.11640 0.15
C -19.92811 -3.44475 -14.55115 -0.60
F -20.51174 -4.09591 -13.60335 0.24
F -20.61210 -3.70639 -15.65475 0.18
F -18.63418 -3.79298 -14.68274 0.17
H -17.56405 0.24055 -14.71956 0.10
H -18.16866 1.70869 -15.54729 0.06
H -17.75821 0.24163 -16.46528 0.05
H -20.18969 0.49659 -16.40651 0.09
H -20.15729 0.49098 -14.57571 0.13
C -12.89916 6.43612 -15.47409 -0.04
C -13.61975 5.17892 -14.97434 -0.19
O -15.00089 5.47304 -15.02999 0.01
C -15.87461 5.05598 -16.05913 -0.28
O -15.50098 4.56957 -17.10934 0.02
C -17.27420 5.57060 -15.80485 -0.50
F -17.29463 6.57017 -14.81122 0.14
F -17.85158 6.02637 -16.96535 0.14
F -17.93781 4.56847 -15.35804 0.21
H -11.93275 6.41327 -14.97047 0.09
H -13.32518 7.36916 -15.10526 0.09
H -12.69861 6.46433 -16.54510 0.08
H -13.37670 4.83431 -13.96921 0.14
H -13.40921 4.35213 -15.65272 0.12
C -15.72537 0.65769 -18.99762 -0.06
C -15.87557 -0.82529 -18.62562 -0.18
O -15.16342 -1.70419 -19.51474 0.07
C -15.79009 -2.19242 -20.59104 -0.29
O -17.03207 -2.20729 -20.78998 0.05
C -14.85833 -2.77238 -21.68644 -0.58
F -13.58192 -2.80304 -21.32532 0.19
F -15.20394 -4.01713 -21.90594 0.21
F -14.98000 -2.05733 -22.81244 0.17
H -14.66217 0.87570 -19.09853 0.10
H -16.17628 1.13194 -18.12592 0.07
H -16.30543 1.03914 -19.83794 0.05
H -16.94185 -1.04966 -18.59737 0.11
H -15.53262 -0.91165 -17.59459 0.14
```

The calculation puts the frontier orbital gap at 5.8526 eV. Its net charge is +3. The value obtained for the highest occupied orbital energy is -16.320 eV. As for the spin multiplicity: 1.

Density functional theory data (ωB97M-V with the def2-TZVPD basis set) for a single C20H28F3N3O2 molecule.

Geometry as XYZ:
```
56
Properties=species:S:1:pos:R:3:lowdin_charge:R:1
C 3.80664 2.58568 1.52154 -0.05
C 3.64707 2.25630 0.03714 -0.59
C 4.65503 3.06245 -0.78493 -0.06
C 2.22942 2.61066 -0.41062 -0.05
C 3.93225 0.75374 -0.18001 -0.15
N 3.05158 -0.09018 0.61541 -0.12
C 3.72843 -1.02148 1.48853 -0.16
C 4.36867 -2.18091 0.71744 -0.15
N 3.39700 -2.74351 -0.19224 0.10
C 2.33468 -2.10325 -0.71874 -0.44
O 1.67371 -2.60034 -1.61101 0.07
C 1.98165 -0.73570 -0.12785 -0.22
C 0.73263 -0.87264 0.76504 -0.02
C -0.44800 -1.61634 0.15286 -0.50
O -1.05850 -2.45960 0.77946 0.07
N -0.79801 -1.22277 -1.08442 0.07
C -1.93744 -1.76897 -1.77260 -0.15
C -3.12313 -0.78316 -1.75599 -0.11
C -3.50088 -0.48549 -0.33287 -0.17
C -4.13625 -1.48071 0.40303 -0.03
C -4.43389 -1.31311 1.74008 -0.06
C -4.10120 -0.13086 2.37966 -0.07
C -3.48611 0.87999 1.66896 -0.01
C -3.18642 0.70790 0.32057 -0.07
C -2.54895 1.85436 -0.41282 -0.57
F -3.28790 2.28344 -1.45672 0.14
F -1.33244 1.56578 -0.92644 0.12
F -2.35467 2.93274 0.36029 0.13
H 3.13391 1.96845 2.11044 0.08
H 3.57371 3.63156 1.70539 0.08
H 4.82730 2.39969 1.84939 0.08
H 4.55378 2.83862 -1.84488 0.08
H 5.67453 2.83226 -0.48211 0.08
H 4.48994 4.12778 -0.64397 0.08
H 2.07918 2.36190 -1.45905 0.09
H 2.05381 3.67702 -0.28887 0.09
H 1.49712 2.07571 0.18604 0.07
H 3.84742 0.52256 -1.24936 0.14
H 4.97114 0.56888 0.10764 0.12
H 2.99774 -1.42475 2.19317 0.12
H 4.48895 -0.48792 2.06038 0.12
H 5.24187 -1.82340 0.15285 0.11
H 4.70605 -2.95856 1.40859 0.12
H 3.61612 -3.63486 -0.61700 0.15
H 1.72678 -0.08981 -0.97260 0.14
H 0.39340 0.13038 1.03577 0.12
H 0.98164 -1.39955 1.68612 0.12
H -0.24533 -0.53723 -1.56912 0.13
H -1.66273 -2.00634 -2.80293 0.13
H -2.20910 -2.68754 -1.24809 0.12
H -3.96708 -1.24931 -2.26722 0.12
H -2.85122 0.11709 -2.30464 0.10
H -4.39001 -2.40693 -0.08910 0.12
H -4.91888 -2.10703 2.28679 0.11
H -4.32079 0.00697 3.42684 0.10
H -3.23275 1.80773 2.15859 0.12
```

The SMILES is CC(C)(C)CN1CCNC(=O)[C@H]1CC(=O)NCCc1ccccc1C(F)(F)F. The calculation puts the frontier orbital gap at 9.1697 eV. The value obtained for the energy above the lowest of the compared OMol25 structures with the same formula, charge and spin is 2.2 kcal per mole. Its net charge is 0. The value obtained for the highest occupied orbital energy is -8.512 eV. As for the spin multiplicity: 1.

- Look up the highest occupied orbital energy of the fourth one.
  -8.512 eV

Please write out number 4 again, unchanged.
Density functional theory data (ωB97M-V with the def2-TZVPD basis set) for a single C20H28F3N3O2 molecule.

Geometry as XYZ:
```
56
Properties=species:S:1:pos:R:3:lowdin_charge:R:1
C 3.80664 2.58568 1.52154 -0.05
C 3.64707 2.25630 0.03714 -0.59
C 4.65503 3.06245 -0.78493 -0.06
C 2.22942 2.61066 -0.41062 -0.05
C 3.93225 0.75374 -0.18001 -0.15
N 3.05158 -0.09018 0.61541 -0.12
C 3.72843 -1.02148 1.48853 -0.16
C 4.36867 -2.18091 0.71744 -0.15
N 3.39700 -2.74351 -0.19224 0.10
C 2.33468 -2.10325 -0.71874 -0.44
O 1.67371 -2.60034 -1.61101 0.07
C 1.98165 -0.73570 -0.12785 -0.22
C 0.73263 -0.87264 0.76504 -0.02
C -0.44800 -1.61634 0.15286 -0.50
O -1.05850 -2.45960 0.77946 0.07
N -0.79801 -1.22277 -1.08442 0.07
C -1.93744 -1.76897 -1.77260 -0.15
C -3.12313 -0.78316 -1.75599 -0.11
C -3.50088 -0.48549 -0.33287 -0.17
C -4.13625 -1.48071 0.40303 -0.03
C -4.43389 -1.31311 1.74008 -0.06
C -4.10120 -0.13086 2.37966 -0.07
C -3.48611 0.87999 1.66896 -0.01
C -3.18642 0.70790 0.32057 -0.07
C -2.54895 1.85436 -0.41282 -0.57
F -3.28790 2.28344 -1.45672 0.14
F -1.33244 1.56578 -0.92644 0.12
F -2.35467 2.93274 0.36029 0.13
H 3.13391 1.96845 2.11044 0.08
H 3.57371 3.63156 1.70539 0.08
H 4.82730 2.39969 1.84939 0.08
H 4.55378 2.83862 -1.84488 0.08
H 5.67453 2.83226 -0.48211 0.08
H 4.48994 4.12778 -0.64397 0.08
H 2.07918 2.36190 -1.45905 0.09
H 2.05381 3.67702 -0.28887 0.09
H 1.49712 2.07571 0.18604 0.07
H 3.84742 0.52256 -1.24936 0.14
H 4.97114 0.56888 0.10764 0.12
H 2.99774 -1.42475 2.19317 0.12
H 4.48895 -0.48792 2.06038 0.12
H 5.24187 -1.82340 0.15285 0.11
H 4.70605 -2.95856 1.40859 0.12
H 3.61612 -3.63486 -0.61700 0.15
H 1.72678 -0.08981 -0.97260 0.14
H 0.39340 0.13038 1.03577 0.12
H 0.98164 -1.39955 1.68612 0.12
H -0.24533 -0.53723 -1.56912 0.13
H -1.66273 -2.00634 -2.80293 0.13
H -2.20910 -2.68754 -1.24809 0.12
H -3.96708 -1.24931 -2.26722 0.12
H -2.85122 0.11709 -2.30464 0.10
H -4.39001 -2.40693 -0.08910 0.12
H -4.91888 -2.10703 2.28679 0.11
H -4.32079 0.00697 3.42684 0.10
H -3.23275 1.80773 2.15859 0.12
```

The SMILES is CC(C)(C)CN1CCNC(=O)[C@H]1CC(=O)NCCc1ccccc1C(F)(F)F. The calculation puts the frontier orbital gap at 9.1697 eV. The value obtained for the energy above the lowest of the compared OMol25 structures with the same formula, charge and spin is 2.2 kcal per mole. Its net charge is 0. The value obtained for the highest occupied orbital energy is -8.512 eV. As for the spin multiplicity: 1.

- What is the formula in the fourth record?
  C20H28F3N3O2